(1)
The following is a DFT calculation (ωB97M-V/def2-TZVPD) of a molecular structure, C38H39N5O4Pt at a distorted geometry.

```
87
Properties=species:S:1:pos:R:3:mulliken_charge:R:1
Pt 0.50 -1.43 -0.42 0.48
O -2.76 -1.89 -0.26 -0.59
C -3.48 -0.67 -0.45 2.43
C -2.48 0.45 -0.37 -0.94
O -2.93 1.74 -0.37 -0.10
O -1.40 0.35 -1.21 -0.28
C -4.27 -0.74 -1.76 -0.12
C -5.40 -1.56 -1.83 -0.52
C -6.11 -1.69 -3.01 -0.79
C -5.71 -0.99 -4.15 -0.48
C -4.59 -0.18 -4.09 -1.01
C -3.88 -0.05 -2.91 -0.01
C -4.43 -0.53 0.75 -0.32
C -4.32 -1.40 1.83 -0.35
C -5.17 -1.27 2.92 -0.76
C -6.13 -0.27 2.94 -0.51
C -6.24 0.60 1.86 -0.89
C -5.39 0.47 0.77 -0.23
H -2.33 -2.13 -1.09 0.64
H -5.71 -2.10 -0.95 0.48
H -6.98 -2.34 -3.05 0.41
H -6.27 -1.09 -5.07 0.39
H -4.27 0.37 -4.97 0.45
H -3.00 0.58 -2.88 0.37
H -3.57 -2.18 1.81 0.43
H -5.09 -1.95 3.75 0.44
H -6.80 -0.16 3.79 0.39
H -6.99 1.39 1.86 0.41
H -5.49 1.14 -0.07 0.44
C 3.87 4.45 -1.61 -1.55
C 4.65 3.80 -0.50 0.57
C 5.81 4.39 0.00 -0.72
C 6.54 3.81 1.03 -0.71
C 6.08 2.63 1.59 -1.10
C 4.92 2.03 1.13 0.23
C 4.22 2.60 0.07 0.17
N 3.02 2.04 -0.45 0.05
C 2.54 0.75 -0.32 0.71
N 3.49 -0.21 -0.33 0.09
C 3.47 -1.65 -0.38 1.43
C 2.29 -2.39 -0.48 -1.34
C 2.44 -3.77 -0.63 -0.29
C 3.68 -4.39 -0.63 -1.04
C 4.83 -3.62 -0.49 -0.65
C 4.75 -2.24 -0.37 0.91
C 6.00 -1.42 -0.24 -1.40
N 1.25 0.53 -0.27 -0.73
C 0.33 1.56 -0.07 -0.84
C -0.72 1.61 -1.14 -0.40
C -1.88 2.59 -0.90 0.27
C -1.61 3.68 0.09 -1.41
C -0.62 3.55 0.96 -0.74
C 0.34 2.43 0.95 2.05
C 1.32 2.34 2.09 -1.86
H 4.38 5.34 -1.98 0.42
H 2.87 4.76 -1.28 0.31
H 3.74 3.76 -2.45 0.34
H 6.15 5.32 -0.44 0.36
H 7.45 4.27 1.38 0.40
H 6.62 2.17 2.41 0.42
H 4.54 1.14 1.61 0.68
H 2.30 2.71 -0.65 0.37
H 4.40 0.18 -0.50 0.03
H 1.55 -4.38 -0.75 0.44
H 3.76 -5.47 -0.75 0.37
H 5.81 -4.09 -0.48 0.31
H 6.88 -2.07 -0.20 0.38
H 6.01 -0.81 0.67 0.27
H 6.15 -0.75 -1.09 0.36
H -0.26 1.77 -2.11 0.49
H -2.23 2.98 -1.85 0.39
H -2.29 4.52 0.13 0.49
H -0.47 4.31 1.72 0.46
H 0.79 2.53 3.03 0.58
H 2.11 3.09 2.01 0.29
H 1.78 1.36 2.14 0.30
C -0.67 -2.27 2.43 -0.40
N -1.17 -3.58 2.04 -0.14
C -1.23 -4.03 0.77 0.66
N -1.80 -5.28 0.63 -0.53
O -0.86 -3.44 -0.24 -0.67
H -1.42 -1.72 2.99 0.32
H -0.45 -1.74 1.49 -0.21
H 0.25 -2.34 3.00 0.29
H -1.52 -4.18 2.76 0.18
H -1.82 -5.91 1.41 0.16
H -1.68 -5.70 -0.27 0.27
```

Computed properties:
lowest unoccupied orbital energy (alpha / beta): 0.51 / 0.48 eV
⟨S²⟩: 2.0132
spin multiplicity: 3
frontier orbital gap (alpha / beta): 5.570 / 7.374 eV

(2)
The following is a DFT calculation (ωB97M-V/def2-TZVPD) of a molecular structure, C38H40Br2N3OP2RbS2 at a distorted geometry.

```
89
Properties=species:S:1:pos:R:3:mulliken_charge:R:1
Rb 7.39 12.55 16.85 1.03
S 8.13 14.91 18.93 -0.14
C 7.60 14.57 20.49 -0.13
N 7.00 15.56 21.24 0.43
C 6.90 15.39 22.70 -0.32
C 8.03 14.55 23.24 -0.88
N 8.15 13.34 22.48 0.41
C 8.69 12.09 23.11 -1.72
C 7.55 11.37 23.78 1.11
C 7.59 11.20 25.19 -0.62
C 6.39 10.89 25.87 -0.42
C 5.23 10.59 25.22 -0.43
C 5.26 10.47 23.82 -0.75
C 6.39 10.91 23.13 -0.03
C 7.82 13.30 21.13 0.20
S 7.68 11.82 20.32 -0.41
C 6.38 16.76 20.70 -1.52
C 7.20 17.99 20.87 0.76
C 7.36 18.63 22.11 -0.20
C 8.39 19.52 22.28 -0.71
C 9.26 19.82 21.29 -0.31
C 9.16 19.23 20.07 -0.77
C 8.09 18.35 19.84 -0.47
H 5.92 14.86 22.85 0.35
H 6.90 16.34 23.30 0.17
H 7.85 14.33 24.31 0.44
H 8.97 15.07 23.14 0.34
H 9.40 12.27 23.90 0.50
H 9.07 11.39 22.34 0.44
H 8.51 11.31 25.77 0.35
H 6.39 10.74 26.96 0.33
H 4.27 10.45 25.75 0.37
H 4.42 10.18 23.25 0.44
H 6.40 10.96 22.08 0.13
H 5.42 16.84 21.22 0.42
H 6.29 16.51 19.62 0.61
H 6.78 18.41 23.01 0.47
H 8.55 19.90 23.33 0.27
H 10.01 20.63 21.38 0.33
H 9.93 19.47 19.35 0.40
H 7.94 17.89 18.88 0.47
C 6.24 15.30 14.87 -1.24
C 7.69 15.52 14.76 0.69
C 8.23 16.80 14.49 -0.93
C 9.61 16.89 14.48 -0.62
C 10.42 15.76 14.59 0.67
C 11.83 15.68 14.30 -0.12
Br 12.79 17.19 13.66 -0.27
C 12.55 14.47 14.46 -0.36
C 11.93 13.35 15.06 -0.06
Br 13.08 12.01 15.74 -0.20
C 10.53 13.35 15.42 0.57
O 10.01 12.42 16.09 -0.73
C 9.76 14.55 15.05 -0.35
N 8.42 14.42 14.99 -0.11
H 5.71 15.40 13.88 0.29
H 5.79 16.03 15.51 0.35
H 6.04 14.31 15.24 0.11
H 7.66 17.66 14.17 0.51
H 10.08 17.83 14.24 0.34
H 13.57 14.48 14.18 0.50
C 10.78 9.82 13.71 -0.81
P 9.20 9.06 13.14 0.52
C 8.82 7.54 14.07 -1.27
C 9.42 8.54 11.47 0.04
C 10.26 7.61 10.84 -0.24
C 10.25 7.46 9.48 -0.56
C 9.24 8.09 8.70 -0.67
C 8.46 9.09 9.32 0.04
C 8.63 9.35 10.69 -0.14
P 7.65 10.48 11.74 0.61
C 6.02 10.11 11.14 -1.31
C 8.27 12.02 11.04 -1.29
H 11.28 8.95 14.20 0.37
H 10.60 10.59 14.44 -0.02
H 11.35 10.27 12.87 0.39
H 9.61 6.80 14.25 0.37
H 7.93 7.00 13.68 0.33
H 8.54 7.93 15.13 0.29
H 10.98 7.04 11.46 0.35
H 10.92 6.66 9.07 0.30
H 9.27 7.99 7.60 0.31
H 7.83 9.75 8.68 0.36
H 5.60 11.03 10.60 0.31
H 5.31 9.82 11.95 0.26
H 6.12 9.25 10.49 0.44
H 9.30 12.20 11.24 0.36
H 7.66 12.80 11.54 0.30
H 8.00 12.18 9.98 0.38
```

Computed properties:
lowest unoccupied orbital energy: -1.33 eV
spin multiplicity: 1
frontier orbital gap: 3.638 eV
relative energy (zero: lowest compared OMol25 entry of this formula, charge and spin): 183.7 kJ/mol